This record from the OMol25 dataset describes a 2-piece molecular cluster, C5H8F2N2O overall in a non-equilibrium geometry. The level of theory is wB97M-V/def2-TZVPD.

Cartesian coordinates (Å):
C1 1.186 0.678 -2.209
C2 0.499 -1.050 0.782
C3 0.048 0.089 1.722
C4 -0.640 -1.267 -0.216
C5 -1.165 0.125 -0.304
N1 -0.994 0.727 0.942
N2 1.129 0.825 -3.582
O1 2.027 0.926 -1.417
F1 -1.600 -2.067 0.311
F2 -2.330 0.513 -0.927
H1 1.209 -0.508 0.277
H2 0.969 -1.892 1.263
H3 -0.516 -0.193 2.649
H4 0.996 0.546 2.138
H5 -0.289 -1.727 -1.217
H6 -1.226 1.688 0.955
H7 0.335 0.402 -4.079
H8 1.934 1.096 -4.072

Forces on atoms 1 to 2 (eV/Å):
-1.293 -0.279 -1.265
-1.568 0.231 0.854

Values from the calculation:
**E_LUMO (alpha / beta)**: -0.055 / 0.890 eV
**Energy**: -15773.7934 eV
**Frontier orbital gap (alpha / beta)**: 6.69 / 9.01 eV
**Charge**: 0
**2S+1**: 1
**Energy above the lowest of the compared OMol25 structures with the same formula, charge and spin**: 71.0 kcal per mole

This record from the OMol25 dataset describes a 12-piece molecular cluster, H24O12 overall in a non-equilibrium geometry. The level of theory is wB97M-V/def2-TZVPD.

Cartesian coordinates (Å):
O1 0.593 3.454 -0.793
H1 0.959 3.578 -1.656
H2 -0.301 3.027 -0.880
O2 1.428 2.307 1.887
H3 2.231 1.735 1.817
H4 1.415 2.935 1.138
O3 -1.513 1.619 -1.511
H5 -0.918 0.925 -1.046
H6 -2.320 1.548 -1.053
O4 0.281 0.353 -0.102
H7 -0.027 -0.441 0.439
H8 0.634 0.971 0.572
O5 2.255 -0.836 1.521
H9 3.137 -0.990 1.721
H10 2.215 -0.850 0.530
O6 -2.589 -1.157 -1.519
H11 -2.437 -0.516 -2.141
H12 -1.997 -1.908 -1.664
O7 -0.617 0.616 2.808
H13 0.023 1.303 2.635
H14 -1.518 0.897 2.560
O8 -0.416 -2.997 -1.077
H15 -0.929 -3.798 -1.069
H16 -0.611 -2.646 -0.193
O9 -2.968 0.548 1.427
H17 -3.135 -0.035 0.720
H18 -3.509 0.293 2.194
O10 2.507 -1.841 -0.929
H19 2.616 -1.273 -1.708
H20 1.964 -2.578 -1.105
O11 1.431 -0.073 -3.184
H21 1.588 0.815 -3.436
H22 1.131 -0.045 -2.241
O12 -0.530 -1.809 1.582
H23 0.380 -2.171 1.641
H24 -0.452 -0.960 2.113

Forces on atoms 1 to 2 (eV/Å):
-0.924 -0.382 1.299
0.024 0.015 -0.785

Values from the calculation:
**SMILES string**: O.O.O.O.O.O.O.O.O.O.O.O
**E_LUMO**: 0.316 eV
**Energy**: -24961.2155 eV
**Frontier orbital gap**: 11.31 eV
**Charge**: 0
**2S+1**: 1
**Energy above the lowest of the compared OMol25 structures with the same formula, charge and spin**: 11.0 kcal per mole

This record from the OMol25 dataset describes C5H8I3N3O3 as an isolated structure in a non-equilibrium geometry. The level of theory is wB97M-V/def2-TZVPD.

Cartesian coordinates (Å):
C1 0.227 0.136 1.553
C2 -1.691 1.283 -0.750
C3 2.092 -1.896 -0.989
C4 1.315 -1.991 0.263
C5 1.471 -0.645 0.886
N1 -0.543 1.424 -1.255
N2 -2.583 2.202 -0.334
N3 -2.175 -0.003 -0.658
O1 0.674 1.384 1.782
O2 -0.823 -0.353 1.829
O3 2.503 0.028 0.859
I1 0.406 3.123 -1.527
I2 -4.624 1.835 -0.121
I3 -1.962 3.622 1.007
H1 3.198 -1.716 -0.811
H2 1.997 -2.861 -1.530
H3 1.798 -1.060 -1.744
H4 1.611 -2.736 1.046
H5 0.271 -2.173 0.006
H6 -1.747 -0.878 -0.879
H7 -2.951 -0.146 -0.039
H8 1.535 1.424 1.406

Forces on atoms 1 to 2 (eV/Å):
2.436 -0.022 -0.441
-0.272 -2.864 -0.308

Values from the calculation:
**E_LUMO**: -1.348 eV
**Energy**: -40226.6870 eV
**Frontier orbital gap**: 7.06 eV
**Charge**: 0
**2S+1**: 1
**Energy above the lowest of the compared OMol25 structures with the same formula, charge and spin**: 0.0 kcal per mole

This record from the OMol25 dataset describes a 2-piece molecular cluster, C4H9NO4 overall in a non-equilibrium geometry. The level of theory is wB97M-V/def2-TZVPD.

Cartesian coordinates (Å):
C1 0.000 0.000 0.000
N1 -1.375 0.475 -0.176
C2 -1.726 1.782 -0.059
O1 -0.989 2.641 0.337
C3 -3.183 2.215 -0.525
O2 -4.058 1.176 -0.104
C4 -5.433 1.395 -0.118
O3 -5.965 2.412 -0.509
H1 0.258 0.091 1.069
H2 0.682 0.642 -0.582
H3 0.152 -1.047 -0.310
H4 -2.058 -0.247 -0.417
H5 -3.203 2.316 -1.627
H6 -3.442 3.200 -0.092
H7 -5.955 0.470 0.200
O4 -8.852 3.026 -0.457
H8 -8.660 3.988 -0.384
H9 -8.003 2.626 -0.752

Forces on atoms 1 to 2 (eV/Å):
0.294 0.711 0.550
-0.527 -1.226 -0.672

Values from the calculation:
**SMILES string**: CNC(=O)COC=O.O
**E_LUMO**: 0.544 eV
**Energy**: -13974.0003 eV
**Frontier orbital gap**: 10.63 eV
**Charge**: 0
**2S+1**: 1
**Energy above the lowest of the compared OMol25 structures with the same formula, charge and spin**: 26.7 kcal per mole